{"formula": "C9H13MgO4P", "method": "ωB97M-V with the def2-TZVPD basis set", "species": ["Mg", "C", "O", "C", "O", "C", "O", "C", "O", "C", "H", "H", "C", "H", "H", "C", "P", "C", "C", "H", "H", "H", "H", "H", "H", "H", "H", "H"], "positions_angstrom": [[0.83, -1.66, -0.02], [2.57, -2.96, 1.20], [3.23, -3.83, 1.55], [-0.34, -3.33, -1.60], [-0.31, -4.47, -1.80], [1.82, -0.61, -2.05], [2.49, -0.37, -2.93], [-1.33, -1.97, 1.14], [-2.23, -2.31, 1.78], [-2.75, 1.01, -2.27], [-3.31, 1.26, -1.35], [-2.00, 1.72, -2.68], [-2.97, -0.15, -2.90], [-2.44, -0.41, -3.84], [-3.68, -0.89, -2.49], [2.34, 1.36, 0.86], [0.57, 0.82, 0.88], [0.34, 0.52, 2.68], [-0.30, 2.39, 0.61], [3.00, 0.52, 1.11], [2.55, 2.19, 1.54], [2.60, 1.67, -0.16], [0.99, -0.31, 3.01], [0.56, 1.40, 3.31], [-0.70, 0.21, 2.88], [-0.05, 3.21, 1.29], [-0.07, 2.74, -0.40], [-1.38, 2.25, 0.65]], "lowdin_charge": [0.50, 0.11, 0.18, 0.08, 0.16, 0.05, 0.18, 0.04, 0.17, -0.10, 0.06, 0.06, -0.09, 0.06, 0.06, -0.26, 0.74, -0.27, -0.24, 0.04, 0.08, 0.05, 0.05, 0.08, 0.05, 0.08, 0.06, 0.05], "total_charge": 2, "mol_weight_da": 240.48, "homo_energy_ev": -15.60, "max_force_ev_per_a": 4.93}

---

{"formula": "C30H58Cl2NO20P5S", "method": "ωB97M-V with the def2-TZVPD basis set", "species": ["C", "C", "Cl", "C", "Cl", "C", "C", "C", "C", "C", "C", "N", "C", "C", "C", "C", "C", "C", "S", "H", "H", "H", "H", "H", "H", "H", "H", "H", "H", "H", "H", "H", "C", "O", "P", "O", "O", "C", "O", "C", "H", "H", "H", "H", "H", "H", "H", "H", "H", "C", "O", "P", "O", "O", "C", "O", "C", "H", "H", "H", "H", "H", "H", "H", "H", "H", "C", "O", "P", "O", "O", "C", "O", "C", "H", "H", "H", "H", "H", "H", "H", "H", "H", "C", "O", "P", "O", "O", "C", "O", "C", "H", "H", "H", "H", "H", "H", "H", "H", "H", "C", "O", "P", "O", "O", "C", "O", "C", "H", "H", "H", "H", "H", "H", "H", "H", "H"], "positions_angstrom": [[-1.66, 0.55, -0.97], [-0.71, 1.17, -2.09], [-1.18, 0.65, -3.77], [0.76, 0.76, -1.71], [1.95, 0.83, -3.09], [1.18, 1.64, -0.48], [1.22, 0.94, 0.81], [1.62, 1.63, 2.04], [1.97, 3.05, 1.91], [1.94, 3.75, 0.62], [1.54, 3.07, -0.61], [1.50, 3.62, -1.95], [1.35, 5.06, -2.02], [0.79, 5.59, -3.27], [0.61, 7.02, -3.52], [1.02, 8.00, -2.52], [1.56, 7.48, -1.25], [1.74, 6.05, -1.01], [2.44, 5.50, 0.56], [-1.17, -0.33, -0.45], [-1.81, 1.32, -0.17], [-2.64, 0.20, -1.39], [-0.86, 2.28, -2.00], [0.72, -0.32, -1.40], [0.95, -0.14, 0.87], [1.65, 1.06, 3.00], [2.31, 3.56, 2.84], [2.38, 3.39, -2.42], [0.47, 4.89, -4.07], [0.20, 7.33, -4.51], [0.90, 9.08, -2.74], [1.86, 8.25, -0.51], [-7.42, 3.29, 1.18], [-6.97, 2.16, 0.44], [-7.02, 2.25, -1.15], [-7.61, 3.48, -1.70], [-7.76, 0.91, -1.58], [-9.14, 0.79, -1.23], [-5.51, 1.97, -1.57], [-5.23, 1.87, -2.96], [-8.51, 3.37, 1.12], [-7.13, 3.16, 2.22], [-6.97, 4.21, 0.81], [-9.67, 1.72, -1.45], [-9.23, 0.56, -0.16], [-9.57, -0.02, -1.80], [-5.48, 2.81, -3.47], [-5.80, 1.05, -3.41], [-4.17, 1.67, -3.09], [2.54, 0.03, -6.64], [2.34, 0.74, -7.86], [3.63, 1.33, -8.59], [4.91, 1.15, -7.88], [3.23, 2.85, -8.88], [3.09, 3.70, -7.75], [3.55, 0.67, -10.03], [4.52, 1.08, -10.99], [2.79, 0.73, -5.84], [1.61, -0.48, -6.38], [3.33, -0.71, -6.74], [3.92, 3.56, -7.05], [2.15, 3.49, -7.24], [3.10, 4.73, -8.09], [5.53, 0.84, -10.64], [4.44, 2.16, -11.17], [4.33, 0.55, -11.92], [7.86, -2.50, -4.21], [7.13, -3.10, -3.13], [5.70, -3.71, -3.46], [5.22, -3.54, -4.84], [4.75, -3.07, -2.34], [4.52, -1.67, -2.43], [5.85, -5.22, -2.97], [4.68, -6.03, -3.02], [7.40, -1.55, -4.48], [8.88, -2.32, -3.87], [7.88, -3.17, -5.07], [4.30, -1.38, -3.46], [5.40, -1.13, -2.07], [3.67, -1.42, -1.80], [4.32, -6.12, -4.05], [3.89, -5.61, -2.39], [4.93, -7.02, -2.65], [0.43, -2.01, 6.89], [0.89, -3.15, 6.15], [0.84, -3.06, 4.56], [0.25, -1.83, 4.00], [0.09, -4.41, 4.14], [-1.28, -4.52, 4.49], [2.34, -3.34, 4.14], [2.62, -3.44, 2.75], [-0.65, -1.95, 6.83], [0.72, -2.15, 7.93], [0.89, -1.10, 6.51], [-1.82, -3.59, 4.26], [-1.37, -4.74, 5.56], [-1.72, -5.33, 3.92], [2.38, -2.51, 2.24], [2.06, -4.27, 2.31], [3.69, -3.64, 2.63], [-2.96, -5.53, 10.69], [-4.00, -4.74, 10.11], [-3.75, -3.17, 9.98], [-2.49, -2.67, 10.54], [-5.07, -2.54, 10.62], [-5.25, -2.71, 12.03], [-3.96, -2.92, 8.42], [-3.92, -1.57, 7.99], [-2.91, -5.35, 11.76], [-3.19, -6.58, 10.52], [-2.00, -5.30, 10.23], [-4.32, -2.51, 12.57], [-5.58, -3.73, 12.23], [-6.01, -2.01, 12.37], [-2.94, -1.13, 8.21], [-4.70, -0.98, 8.47], [-4.08, -1.54, 6.91]], "lowdin_charge": [-0.10, -0.71, 0.55, -0.63, 0.62, -0.16, -0.03, -0.05, -0.08, -0.41, -0.19, 0.02, -0.23, -0.01, -0.09, -0.08, -0.09, -0.44, 0.96, 0.08, 0.09, 0.07, 0.10, 0.10, 0.10, 0.10, 0.10, 0.11, 0.10, 0.10, 0.10, 0.10, -0.10, -0.21, 0.36, -0.23, -0.22, -0.10, -0.21, -0.09, 0.09, 0.09, 0.09, 0.09, 0.09, 0.09, 0.09, 0.09, 0.06, -0.10, -0.21, 0.36, -0.23, -0.22, -0.10, -0.20, -0.10, 0.05, 0.09, 0.09, 0.09, 0.09, 0.09, 0.09, 0.09, 0.09, -0.10, -0.21, 0.36, -0.23, -0.22, -0.11, -0.20, -0.10, 0.09, 0.09, 0.09, 0.07, 0.09, 0.07, 0.09, 0.09, 0.09, -0.09, -0.20, 0.36, -0.24, -0.22, -0.09, -0.20, -0.09, 0.08, 0.09, 0.09, 0.09, 0.09, 0.09, 0.08, 0.09, 0.09, -0.10, -0.21, 0.36, -0.23, -0.22, -0.10, -0.21, -0.10, 0.09, 0.09, 0.09, 0.09, 0.09, 0.09, 0.08, 0.09, 0.09], "smiles": "C[C@H](Cl)[C@@H](Cl)c1cccc2c1Nc1ccccc1S2.COP(=O)(OC)OC.COP(=O)(OC)OC.COP(=O)(OC)OC.COP(=O)(OC)OC.COP(=O)(OC)OC", "mol_weight_da": 1010.62, "homo_energy_ev": -7.96, "max_force_ev_per_a": 3.47}

---

{"formula": "C4H9N2O", "method": "ωB97M-V with the def2-TZVPD basis set", "species": ["C", "C", "C", "C", "N", "N", "O", "H", "H", "H", "H", "H", "H", "H", "H", "H"], "positions_angstrom": [[1.78, 0.55, 0.93], [1.12, -1.74, -0.22], [-2.05, -0.15, 0.29], [1.31, -0.47, 0.03], [0.99, 0.89, -0.33], [-3.12, -0.70, 0.22], [-1.71, 0.98, -0.42], [1.20, 0.82, 1.78], [2.75, 0.98, 0.99], [0.69, -2.05, -1.16], [1.57, -2.38, 0.46], [-1.32, -0.70, 0.74], [1.44, 1.49, -0.99], [-0.10, 1.28, -0.42], [-3.77, -0.29, -0.45], [-2.36, 1.52, -0.86]], "lowdin_charge": [0.05, 0.16, -0.33, -0.25, 0.12, 0.17, 0.00, 0.13, 0.13, 0.10, 0.08, 0.08, 0.16, 0.19, 0.08, 0.13], "total_charge": 1, "mol_weight_da": 101.13, "homo_energy_ev": -14.30, "max_force_ev_per_a": 3.85}

---

{"formula": "C6H13NO", "method": "ωB97M-V with the def2-TZVPD basis set", "species": ["C", "C", "C", "C", "C", "N", "C", "H", "H", "H", "H", "H", "H", "H", "H", "H", "H", "H", "H", "H", "O"], "positions_angstrom": [[2.23, -0.06, -1.40], [1.69, -0.95, -0.27], [0.26, -1.45, -0.52], [-0.79, -0.38, -0.59], [-1.66, -0.12, 0.44], [-2.64, 0.80, 0.51], [-2.52, 2.00, -0.08], [3.28, 0.16, -1.21], [2.21, -0.56, -2.37], [1.68, 0.87, -1.44], [2.32, -1.85, -0.23], [1.76, -0.39, 0.66], [0.26, -2.02, -1.47], [0.01, -2.20, 0.24], [-0.79, 0.17, -1.52], [-1.63, -0.74, 1.34], [-1.64, 2.37, -0.60], [-3.41, 2.64, 0.00], [0.49, 0.21, 2.78], [-0.90, 0.80, 2.53], [-0.21, 0.71, 3.21]], "lowdin_charge": [-0.14, -0.29, -0.28, -0.17, -0.34, -0.15, -0.22, 0.06, 0.06, 0.06, 0.09, 0.09, 0.09, 0.09, 0.06, 0.08, 0.00, -0.01, 0.01, 0.00, -0.09], "spin_multiplicity": 2, "total_charge": -1, "mol_weight_da": 115.18, "homo_energy_ev": [-0.34, -3.23], "max_force_ev_per_a": 1.14}

---

Copy entry 1 word for word.
{"formula": "C9H13MgO4P", "method": "ωB97M-V with the def2-TZVPD basis set", "species": ["Mg", "C", "O", "C", "O", "C", "O", "C", "O", "C", "H", "H", "C", "H", "H", "C", "P", "C", "C", "H", "H", "H", "H", "H", "H", "H", "H", "H"], "positions_angstrom": [[0.83, -1.66, -0.02], [2.57, -2.96, 1.20], [3.23, -3.83, 1.55], [-0.34, -3.33, -1.60], [-0.31, -4.47, -1.80], [1.82, -0.61, -2.05], [2.49, -0.37, -2.93], [-1.33, -1.97, 1.14], [-2.23, -2.31, 1.78], [-2.75, 1.01, -2.27], [-3.31, 1.26, -1.35], [-2.00, 1.72, -2.68], [-2.97, -0.15, -2.90], [-2.44, -0.41, -3.84], [-3.68, -0.89, -2.49], [2.34, 1.36, 0.86], [0.57, 0.82, 0.88], [0.34, 0.52, 2.68], [-0.30, 2.39, 0.61], [3.00, 0.52, 1.11], [2.55, 2.19, 1.54], [2.60, 1.67, -0.16], [0.99, -0.31, 3.01], [0.56, 1.40, 3.31], [-0.70, 0.21, 2.88], [-0.05, 3.21, 1.29], [-0.07, 2.74, -0.40], [-1.38, 2.25, 0.65]], "lowdin_charge": [0.50, 0.11, 0.18, 0.08, 0.16, 0.05, 0.18, 0.04, 0.17, -0.10, 0.06, 0.06, -0.09, 0.06, 0.06, -0.26, 0.74, -0.27, -0.24, 0.04, 0.08, 0.05, 0.05, 0.08, 0.05, 0.08, 0.06, 0.05], "total_charge": 2, "mol_weight_da": 240.48, "homo_energy_ev": -15.60, "max_force_ev_per_a": 4.93}